No. 1
Formula: C4H4S2
Source: the OMol25 dataset
Level of theory: ωB97M-V/def2-TZVPD

```
! RIJCOSX wB97M-V def2-TZVPD def2/J DEFGRID3
* xyz 0 1
C 1.2567 0.2472 -0.2144
C 2.4498 -0.2251 -0.2259
C -0.0156 0.7962 -0.3210
C -1.1065 -0.1746 0.0405
S -0.2699 -1.8929 0.2821
S 1.3823 -1.0167 1.1028
H -0.2242 1.5381 0.3496
H -0.0189 1.0801 -1.3542
H -1.8592 -0.4160 -0.7576
H -1.5945 0.0635 1.0982
*
```

Properties
Energy above the lowest of the compared OMol25 structures with the same formula, charge and spin = 88.42 kcal/mol
LUMO energy = 0.016 hartree
Highest occupied orbital energy = -0.3219 hartree
SMILES = C1#S2=C1CCS2
Gap between HOMO and LUMO = 9.203 eV



No. 2
Formula: C21H23IN2O2Zn
Source: the OMol25 dataset
Level of theory: ωB97M-V/def2-TZVPD

```
! RIJCOSX wB97M-V def2-TZVPD def2/J DEFGRID3
* xyz 0 1
Zn 0.8860 -0.2341 0.3281
C -1.3836 1.9854 -0.0633
C -0.9850 2.0287 1.2996
C 0.4008 1.9532 1.3567
C 0.9093 1.8223 -0.0023
C -0.2522 1.8708 -0.8614
C -0.2492 1.8007 -2.3610
C 2.3029 2.2557 -0.3921
C 1.2725 2.0928 2.5720
C -1.9245 2.0756 2.4684
C -2.7969 2.0183 -0.5672
H -0.7793 2.6482 -2.8022
H -0.7430 0.8956 -2.7404
H 0.7664 1.8029 -2.7590
H 2.4010 3.3445 -0.3383
H 2.5511 1.9544 -1.4119
H 3.0612 1.8214 0.2620
H 1.4932 3.1432 2.7869
H 2.2240 1.5758 2.4450
H 0.7948 1.6790 3.4625
H -2.3304 3.0776 2.6336
H -1.4263 1.7743 3.3912
H -2.7801 1.4074 2.3250
H -2.9220 1.4252 -1.4772
H -3.1155 3.0363 -0.8126
H -3.5035 1.6362 0.1739
O 3.8655 -2.7452 0.9436
C 2.9920 -1.9996 0.5547
O 2.3850 -1.0780 1.2275
C 2.5469 -2.1365 -0.9287
C 3.1415 -3.0709 -1.7584
C 2.6865 -3.1882 -3.0625
C 1.6492 -2.3726 -3.4968
C 1.1112 -1.4597 -2.6073
N 1.5549 -1.3425 -1.3594
H 3.9364 -3.6807 -1.3540
H 3.1324 -3.9090 -3.7352
H 1.2658 -2.4367 -4.5051
H 0.3106 -0.7908 -2.9046
I -4.7570 -1.5119 -0.7549
C -3.0939 -1.6886 0.4886
C -3.1684 -2.3764 1.6882
C -2.0256 -2.4860 2.4651
C -0.8563 -1.9042 2.0175
N -0.7933 -1.2358 0.8624
C -1.8886 -1.1232 0.1051
H -4.1000 -2.8222 2.0096
H -2.0390 -3.0163 3.4062
H 0.0598 -1.9611 2.5917
H -1.7872 -0.5555 -0.8094
*
```

Properties
Energy above the lowest of the compared OMol25 structures with the same formula, charge and spin = 2.31 kcal/mol
LUMO energy = -0.009 hartree
Highest occupied orbital energy = -0.2552 hartree
Gap between HOMO and LUMO = 6.700 eV



No. 3
Formula: C13H16Br3F9O6
Source: the OMol25 dataset
Level of theory: ωB97M-V/def2-TZVPD

```
! RIJCOSX wB97M-V def2-TZVPD def2/J DEFGRID3
* xyz 0 1
C -0.9846 -1.5075 -1.0797
Br 0.8216 -2.2438 -1.1996
Br -2.2936 -2.8417 -0.4503
Br -1.5289 -0.8931 -2.8589
H -1.0439 -0.6711 -0.3988
C -0.6909 5.4298 -1.2616
C -0.2227 4.0873 -0.7183
O 0.4394 3.3880 -1.7748
C 0.7549 2.1135 -1.6147
O 0.2920 1.3875 -0.7923
C 1.6884 1.6132 -2.7533
F 1.0190 0.8496 -3.5943
F 2.2305 2.6210 -3.4044
F 2.6329 0.8559 -2.2041
H 0.1492 5.9411 -1.7236
H -1.0504 5.9680 -0.3809
H -1.5336 5.3678 -1.9462
H -1.0378 3.4569 -0.3539
H 0.4841 4.2532 0.0984
C -5.2637 -1.3005 0.7238
C -6.6875 -1.2945 1.2400
O -6.8239 -0.8027 2.5613
C -7.0519 0.4913 2.7186
O -6.9844 1.2969 1.8439
C -7.3626 0.8378 4.1922
F -8.5545 1.4007 4.2936
F -7.3285 -0.2336 4.9737
F -6.4575 1.7033 4.6415
H -4.9182 -0.2950 0.4917
H -5.1007 -2.0202 -0.0693
H -4.6973 -1.6733 1.5872
H -7.0356 -2.3279 1.2185
H -7.3468 -0.7715 0.5432
C 4.6889 -3.1217 -0.7813
C 5.2211 -2.1240 0.2533
O 6.5428 -1.7025 0.0085
C 7.5233 -2.5323 0.2790
O 7.4369 -3.5685 0.8525
C 8.8636 -1.9583 -0.2377
F 9.8871 -2.3933 0.4834
F 9.0247 -2.3719 -1.5039
F 8.8760 -0.6280 -0.2134
H 5.1233 -2.8382 -1.7450
H 3.6132 -3.1207 -0.9145
H 5.0848 -4.1104 -0.5530
H 5.0245 -2.4768 1.2694
H 4.5774 -1.2401 0.2543
*
```

Properties
Energy above the lowest of the compared OMol25 structures with the same formula, charge and spin = 2.76 kcal/mol
LUMO energy = -0.008 hartree
Highest occupied orbital energy = -0.3803 hartree
Gap between HOMO and LUMO = 10.126 eV



No. 4
Formula: C24H31ClF6N2O3Y
Source: the OMol25 dataset
Level of theory: ωB97M-V/def2-TZVPD

```
! RIJCOSX wB97M-V def2-TZVPD def2/J DEFGRID3
* xyz -1 1
Y 0.6990 0.8058 -1.2551
Cl 2.2085 1.4952 -3.5288
N 0.6659 -1.8122 -1.0053
N 0.0516 2.1879 0.7265
C 0.2022 -2.2804 -2.1498
C -1.0130 2.9473 0.5475
C 1.0602 -3.0254 -0.2214
C 1.2497 -4.0783 -1.3228
C -0.0709 -3.4434 0.7106
C 2.3322 -2.7689 0.5439
H -0.9938 -3.6459 0.1431
H -0.2736 -2.6476 1.4349
H 0.1945 -4.3588 1.2617
H 3.1264 -2.5384 -0.1694
H 2.6229 -3.6561 1.1315
H 2.2104 -1.9214 1.2282
C 0.4921 2.3941 2.1385
C -0.4680 3.4621 2.6651
C 1.9131 2.8965 2.1677
C 0.3881 1.0853 2.8984
H -0.6243 0.6730 2.8117
H 0.6124 1.2483 3.9633
H 1.1086 0.3614 2.4947
H 1.9884 3.8612 1.6482
H 2.5604 2.1781 1.6660
H 2.2494 3.0318 3.2095
O -1.3956 3.7008 1.5461
H 0.0125 4.4259 2.8913
H -1.0724 3.1530 3.5275
O 0.4602 -3.5301 -2.4475
H 0.8620 -5.0889 -1.1124
H 2.2935 -4.1611 -1.6640
C -0.6260 -1.4040 -3.0448
C -1.7905 2.9059 -0.7302
C -2.2589 1.4631 -0.9745
H -1.1315 3.2969 -1.5341
H -2.6788 3.5372 -0.6504
C -1.5180 0.4508 -1.4785
C -1.6776 -0.7056 -2.1708
H 1.2771 2.0961 -2.6939
C -2.8512 -1.2755 -1.6617
C -3.6235 -0.4976 -0.7790
C -3.1977 -2.6203 -2.1384
C -3.4031 0.8593 -0.4558
H -4.4712 -0.9465 -0.3748
C -4.3065 1.7119 0.3329
H -5.1227 1.0984 0.6024
H -4.6300 2.5450 -0.2738
H -3.7978 2.0980 1.2061
H -3.1327 -2.6569 -3.2166
H -4.1904 -2.7889 -1.8107
H -2.5249 -3.3562 -1.7234
H -1.1640 -1.9968 -3.7897
H 0.0691 -0.7106 -3.5736
C 4.6332 -0.3214 1.1808
C 4.0458 0.4563 0.0194
O 2.6429 0.5248 -0.0314
C 4.6833 1.8999 0.0786
F 5.9807 1.9036 -0.3517
F 3.9929 2.8019 -0.6727
F 4.7128 2.3917 1.3609
C 4.6303 -0.1467 -1.3189
F 5.8751 -0.6865 -1.1443
F 3.8306 -1.1565 -1.7989
F 4.7228 0.7662 -2.3235
H 4.2187 0.0371 2.1270
H 5.7215 -0.1939 1.1946
H 4.4035 -1.3828 1.0759
*
```

Properties
Energy above the lowest of the compared OMol25 structures with the same formula, charge and spin = 39.31 kcal/mol
LUMO energy (spin up / spin down) = 0.094 / 0.093 hartree
Highest occupied orbital energy (spin up / spin down) = -0.0068 / -0.0515 hartree
Gap between HOMO and LUMO (spin up / spin down) = 2.737 / 3.932 eV



No. 5
Formula: CH4N2O2
Source: the OMol25 dataset
Level of theory: ωB97M-V/def2-TZVPD

```
! RIJCOSX wB97M-V def2-TZVPD def2/J DEFGRID3
* xyz 0 1
C 0.0559 -0.3053 0.6071
H -1.5857 1.2420 -0.5355
H -1.2421 -0.8683 -0.9920
H 0.0889 0.3858 1.5184
H 2.9338 0.0594 -0.4347
N -1.3043 -0.8060 0.1399
N 1.0141 -0.5158 -0.2959
O -2.0352 0.4931 -0.0698
O 2.0747 0.3151 0.0625
*
```

Properties
Energy above the lowest of the compared OMol25 structures with the same formula, charge and spin = 110.70 kcal/mol
LUMO energy = 0.025 hartree
Highest occupied orbital energy = -0.3558 hartree
SMILES = O/N=C/NO
Gap between HOMO and LUMO = 10.367 eV



No. 6
Formula: C16H39B2CrF14N4O8S2
Source: the OMol25 dataset
Level of theory: ωB97M-V/def2-TZVPD

```
! RIJCOSX wB97M-V def2-TZVPD def2/J DEFGRID3
* xyz 0 4
Cr 0.6455 -0.4577 -1.0402
B -1.7870 0.4277 -1.5488
F -2.8854 -0.3966 -1.5786
F -0.8647 -0.1518 -2.2909
F -2.0019 1.6472 -2.0211
F -1.2297 0.5763 -0.3193
B 2.1375 2.2279 -1.4780
F 3.0511 1.2777 -0.9972
F 2.2077 3.4137 -0.7851
F 2.2912 2.3589 -2.8467
F 0.9099 1.5851 -1.2367
C -2.3383 -2.4769 1.0815
F -2.1439 -1.2017 1.4552
F -2.9124 -3.2125 1.9667
F -3.1835 -2.4565 0.0660
S -0.5202 -3.2119 0.7130
O 0.2404 -2.6838 1.8016
O -0.5419 -4.6521 0.6727
N -0.0418 -2.2604 -0.7324
S -0.5318 -3.2451 -1.8400
O -1.8898 -3.7671 -1.7549
O -0.2393 -2.5885 -3.0752
C 0.8013 -4.7291 -1.7988
F 1.4142 -4.8121 -3.0154
F 1.7734 -4.5260 -0.9026
F 0.1114 -5.8561 -1.6834
C -1.4405 0.9857 -5.2900
C 0.0121 0.8484 -4.8759
O 0.5739 -0.3909 -5.2330
H -1.8577 1.7764 -4.6664
H -2.1082 0.1670 -5.0215
H -1.4520 1.1548 -6.3667
H 0.2435 1.1261 -3.8476
H 0.5206 1.6704 -5.3798
H 0.2201 -0.6132 -6.0973
C -4.1991 2.4766 4.8949
C -2.9067 2.9227 4.2317
C -3.0841 3.2130 2.7303
O -3.6424 2.1064 2.0263
C -4.1972 2.4108 0.7528
N -2.2661 4.0399 4.9507
H -4.6180 1.5916 4.4158
H -5.0073 3.1978 4.7726
H -4.0581 2.1922 5.9376
H -2.1949 2.0978 4.2634
H -2.1120 3.5691 2.3892
H -3.7730 4.0220 2.4874
H -3.4564 2.7759 0.0414
H -4.9859 3.1579 0.8412
H -4.5853 1.4926 0.3120
H -2.8398 4.8700 4.9085
H -1.4308 4.2119 4.4095
C 3.7015 -1.4188 -4.0763
C 2.8244 -1.6438 -2.8646
C 3.6855 -1.7188 -1.5975
O 2.7636 -1.5567 -0.4806
C 3.3466 -1.9818 0.7452
N 1.9030 -0.5221 -2.7368
H 3.1170 -1.1435 -4.9542
H 4.2669 -2.2828 -4.4253
H 4.3703 -0.5624 -3.9908
H 2.2742 -2.5514 -3.1128
H 4.4428 -0.9611 -1.3961
H 4.2094 -2.6727 -1.5385
H 4.1591 -1.2986 0.9925
H 3.8149 -2.9638 0.6774
H 2.8089 -1.8836 1.6882
H 1.5016 -0.4224 -3.6582
H 2.5848 0.2205 -2.7985
C 0.3881 2.2693 1.8791
C 1.2616 1.0369 1.8455
C 1.5797 0.5415 3.2656
O 0.6037 -0.3682 3.6453
C 0.8465 -1.1428 4.8044
N 0.7472 -0.0950 1.0567
H 0.8813 3.0505 2.4576
H -0.5410 1.8954 2.3093
H 0.1416 2.6116 0.8740
H 2.1414 1.4679 1.3679
H 1.7377 1.3820 3.9413
H 2.6015 0.1638 3.2280
H 0.6137 -0.7261 5.7843
H 1.8938 -1.4437 4.8307
H 0.2852 -2.0508 4.5840
H 1.1939 -0.8785 1.5113
H 0.0230 -0.2519 1.7431
*
```

Properties
LUMO energy (spin up / spin down) = -0.090 / -0.051 hartree
Highest occupied orbital energy (spin up / spin down) = -0.3439 / -0.3439 hartree
Gap between HOMO and LUMO (spin up / spin down) = 6.906 / 7.968 eV



no.,total energy (eV)
1,-25878.8875
2,-85745.7616
3,-260610.5083
4,-64383.1348
5,-8171.8850
6,-129062.5066